137
Properties=species:S:1:pos:R:3:forces:R:3 method="wB97M-V/def2-TZVPD" e_homo_ha="0.0056 / -0.2216" charge=-1 spin_multiplicity=6 relative_energy_kcal_mol=0.00 lumo_energy_ev="1.9 / 1.0"
H -2.89352 -2.56968 5.94838 -0.05 0.08 -0.17
H -0.54149 -5.14272 -0.99839 0.45 0.56 -0.31
C -3.44088 -3.24864 5.29454 0.27 -2.67 0.85
O -2.56440 -2.35383 1.66409 0.74 -1.87 5.52
H -1.78633 6.73349 -5.28116 0.20 -0.15 0.18
C 0.65153 3.72936 -2.53195 -0.16 1.48 0.93
H -2.14095 4.74873 -4.33488 0.01 0.23 0.17
C -1.19749 5.63053 2.92857 1.76 -1.01 -0.56
H -3.50846 -5.30801 4.84169 0.04 -0.49 0.24
H -1.94769 3.03036 0.95098 0.18 1.02 -0.90
H -3.44043 4.40097 4.37042 0.28 -0.30 0.09
H -1.13402 -5.61785 4.63469 0.66 0.09 -0.50
H 0.97096 6.31338 3.45646 -0.22 -0.77 0.26
H 0.11262 7.17516 2.29684 -0.11 0.30 -0.23
H -1.44046 6.22156 4.96279 -0.39 -0.08 0.12
H -1.28221 7.93084 -4.06770 -0.62 -0.16 0.28
C -1.02574 7.46984 -5.02154 -0.69 -0.02 1.89
H -5.19952 -3.11064 2.29969 0.43 0.23 -0.12
H 2.11862 -7.43460 0.55872 -0.03 0.04 0.12
H 1.34968 -5.85900 0.83684 -0.28 -0.32 0.67
H -0.35180 -5.95070 -2.58676 0.24 0.28 0.01
C -1.68101 1.63145 2.96458 0.24 1.31 0.30
H 3.90429 -3.64302 -2.76162 -1.06 -0.19 0.44
H -1.28522 5.57839 0.75288 0.33 0.21 0.11
C -2.15938 3.19684 2.95167 -0.17 -2.13 2.59
H -0.93098 1.41340 2.20430 -0.04 0.40 -0.19
H -2.62235 -5.00730 6.38862 -0.32 0.09 0.02
C -1.59444 4.81087 -3.39383 1.59 0.17 1.04
C -1.93095 5.78319 1.60680 -0.09 0.00 -0.66
Cl 0.11243 0.81263 -0.33284 -1.02 0.57 -0.01
C -0.01520 4.70768 -3.59001 -1.24 -1.13 2.16
H 5.96830 0.93572 2.78211 -0.21 0.13 -0.30
H 1.40573 -0.08433 -5.88148 0.27 -0.16 0.28
H 4.76524 -3.58009 -1.23742 -0.48 0.33 0.16
H 0.29372 2.70174 -2.59574 0.06 0.08 -0.72
H 3.83435 -5.08824 0.72443 -0.13 -0.46 0.50
H -0.92722 -6.72593 -1.13490 0.61 -0.87 -0.04
C -3.11741 4.89334 1.45874 0.15 0.34 -1.41
C 2.47547 -0.06966 0.60641 -1.06 -0.74 -1.61
C 0.40829 6.91140 -4.71545 0.03 2.03 -3.31
C -2.45555 -5.21273 2.29861 -1.20 -0.63 0.47
H 3.60575 -8.61514 -2.75228 -0.65 0.01 -0.52
H -3.37684 2.61407 4.70278 0.82 0.38 0.68
H 1.73541 3.79118 -2.62927 0.02 -0.27 -0.33
C -2.70908 3.45494 1.60529 -0.35 -0.29 -0.70
Cl -0.27413 -0.09502 -4.24485 -0.12 -0.32 -0.52
H -0.25551 -4.19905 1.50323 0.14 0.00 0.00
H -1.90699 4.02036 -2.71154 -0.06 -0.21 -0.24
H -1.23480 1.25204 3.88384 -0.05 0.66 0.33
H -3.00818 -0.57465 4.40304 0.47 -0.72 0.71
C 0.94447 -0.88415 -5.30214 0.44 -0.51 0.84
H -5.87625 -2.75767 3.84419 0.37 0.24 0.37
C -5.00638 -3.20992 3.36783 -0.01 -1.04 -0.97
N 0.56707 6.10275 -3.56733 -0.19 0.91 5.32
H -3.47792 5.04168 0.44084 -0.22 0.04 -0.13
H -0.80826 -3.94979 5.13981 0.16 0.16 -0.33
H 0.34678 -7.32869 0.46378 0.14 0.12 0.21
H 1.23716 3.51874 -4.80197 0.10 -0.10 -0.05
C 1.27997 -6.79524 0.28304 0.79 0.18 1.23
C -2.81511 -4.65726 5.37451 1.05 1.31 -1.62
C 0.80211 6.04462 -5.92966 0.00 -0.66 -0.57
H -3.57311 2.83570 1.36428 -0.06 -0.35 0.61
C 1.71142 -7.50346 -2.10241 0.74 -0.36 0.58
Cl 7.69034 -0.39842 3.57711 0.69 -0.40 1.06
H -3.00156 6.48438 4.04133 -0.09 -1.17 -0.06
H 0.49873 3.94486 -1.47444 -0.37 0.64 0.00
C -1.49505 -4.59049 4.58671 -1.55 -0.95 0.97
H 0.32971 -3.16694 2.76907 -0.75 0.64 0.18
H -2.45655 -6.13553 2.87872 0.04 -0.30 -0.22
H -4.39963 -0.62238 3.57005 -0.33 -0.25 -0.67
C 3.21931 -7.88829 -2.03780 -0.51 0.33 0.22
H -1.71977 5.73841 -2.83521 -0.61 0.08 -0.30
H 4.17850 -6.85100 0.25502 -0.34 0.23 0.39
H -2.18043 -5.45028 1.27100 0.91 0.40 0.18
H 1.38468 -7.25605 -3.11244 0.34 0.22 -0.10
H -1.74204 7.46544 3.76611 0.57 0.30 0.08
Cl 5.55251 -1.09805 1.54931 -1.58 -1.86 -1.09
C 0.22232 3.91571 -4.82623 0.51 -0.17 -2.14
O 0.59094 6.78228 -2.28099 -0.28 -2.85 -5.10
H 0.45974 -4.77278 3.02355 -0.58 -0.74 0.01
C -1.91453 6.41501 4.00053 0.84 1.68 0.39
H 0.90151 8.87959 -5.52200 -0.29 -0.16 -0.10
N 2.24608 -5.17651 -1.38273 -2.44 3.71 2.22
C 0.29004 6.14977 2.62120 -1.29 1.29 0.57
H -2.36345 6.77792 1.49932 0.73 0.46 0.14
C -3.66865 -2.67707 3.86611 0.54 1.22 2.37
H -3.50520 -4.95669 2.15444 -0.07 0.18 0.40
C 4.41243 -4.25551 -2.01680 0.66 1.56 0.54
H -2.51286 0.95461 2.76961 -0.38 0.42 -0.21
Cl 2.55865 0.96315 2.04437 -0.32 -0.53 0.12
H -0.95618 4.80840 -6.45682 -0.19 0.13 0.27
C -0.17740 -6.03146 -1.51383 0.44 0.93 0.43
C -1.69673 -4.16906 3.12829 1.61 0.58 -0.62
H 0.64952 6.61812 -6.84395 0.23 0.30 0.07
H -5.05257 -4.27821 3.57933 -0.18 -0.14 -0.03
H 2.31877 8.07099 -5.10934 0.18 -0.52 0.47
C 1.90459 -1.73438 -4.44596 -0.27 0.26 -0.54
C -3.33238 3.40112 3.95001 -0.75 -1.19 0.33
H 1.31049 8.83525 -3.85734 -0.07 -0.54 0.27
H 1.04678 -8.30860 -1.78920 0.14 -0.32 -0.01
N -2.39709 -2.83850 3.05173 -1.92 0.96 -4.48
C 6.60631 0.23284 2.24638 0.66 0.95 1.41
H -4.56817 -1.13509 5.15257 0.44 -0.34 0.32
H 5.33801 -4.35686 -2.58349 0.30 -1.53 0.24
Cl 2.64363 -0.83134 -3.09974 0.18 -0.26 -0.50
C 4.03428 -6.61629 -2.20871 0.50 -2.35 -2.02
C 1.29850 8.21570 -4.75406 -0.03 -0.12 -0.25
H 1.86014 5.80463 -5.82440 0.22 0.08 -0.15
H 0.57352 4.15043 -6.92549 0.03 -0.04 -0.05
H -1.18502 8.31786 -5.68756 0.98 -0.28 -0.54
O 1.80281 -3.81931 -0.87132 1.90 -5.97 -1.99
C 1.05510 -0.59060 0.13878 1.85 0.20 0.20
H 3.49884 -8.38600 -1.10923 -0.42 0.21 0.46
H 2.85193 0.57271 -0.18966 -0.13 -0.05 -0.08
C -0.25042 -4.07133 2.58570 0.47 0.56 -0.89
Cl 7.61497 1.13135 1.08789 0.59 1.01 -1.12
H 1.17741 -1.13915 -0.79516 0.38 -0.06 0.16
H 3.13985 -0.93373 0.59816 0.16 0.10 0.86
C 0.07177 4.68213 -6.11700 0.63 1.36 0.10
O -0.23129 3.88290 4.44796 -3.85 1.27 -4.62
H -4.28705 3.14280 3.49179 -0.11 0.41 -0.69
H -3.88612 5.33613 2.09209 -0.37 -1.02 0.41
H 5.36848 -5.59048 0.14490 0.05 0.16 -0.73
H 5.07387 -6.91068 -2.06488 0.21 0.38 0.61
C 4.30268 -5.79069 0.03498 -0.82 1.00 -0.15
H 4.09597 -6.39009 -3.27321 -0.70 0.39 -0.26
N -1.10142 4.18561 3.32833 3.03 -1.52 3.00
H 2.63081 -2.15623 -5.14075 0.56 0.38 0.19
C 1.33974 -6.34623 -1.12114 -2.09 0.09 -2.90
C -3.87819 -1.22517 4.31358 -0.64 1.98 -1.99
H 0.80771 5.71290 1.76723 -0.32 -0.68 0.30
C 3.67548 -5.46258 -1.37358 2.39 1.74 0.02
H 1.41942 -2.62400 -4.04438 -0.36 0.34 0.29
H -0.45269 3.06495 -4.91928 0.02 -0.15 0.76
H -4.37231 -3.57082 5.76008 -0.72 1.49 -0.02
H 0.53872 -1.27776 0.80905 -0.11 0.54 0.34
H 0.53548 -1.61722 -5.99744 -0.67 0.31 0.01